{"formula": "C2", "method": "ωB97M-V with the def2-TZVPD basis set", "molar_mass_g_mol": 24.02, "spin_multiplicity": 1, "orbital_gap_ev": 5.493, "homo_ha": -0.2946, "de_lowest_ev": 7.7286, "elements": ["C", "C"], "positions_angstrom": [[0.000, 0.000, 1.375], [0.000, 0.000, -1.375]], "atomic_forces_ev_per_a": [[0.000, 0.000, -4.021], [0.000, 0.000, 4.021]]}